The following is a DFT calculation (ωB97M-V/def2-TZVPD) of 2 unconnected molecules or ions with the total composition C7H20N2Si in a non-equilibrium geometry.

XYZ file:
```
30
Properties=species:S:1:pos:R:3:forces:R:3
C -3.422645 1.655819 2.336238 5.433 -0.010 0.380
C 3.006828 -2.097312 -0.032608 -1.038 -0.461 -1.059
C 2.228708 1.223836 -0.903902 -1.446 -0.516 -3.629
C -0.040217 1.300309 -2.020467 -1.275 -2.107 -0.693
C -0.889087 -1.881048 -1.316342 -0.472 1.825 0.202
C -2.405754 0.924843 1.306521 -1.710 1.145 -0.993
C 1.714851 -1.634088 0.647212 0.019 -0.332 0.259
N -1.262301 0.434613 1.991214 0.416 -2.647 -1.560
N 0.981290 0.503972 -1.330575 0.628 1.077 0.570
Si 0.361673 -0.709781 -0.308937 -1.169 -1.460 0.847
H -2.681155 2.209759 2.994626 -1.069 0.236 -0.783
H -3.915468 2.279282 1.673404 -2.003 1.326 -0.384
H -3.835773 1.006116 3.068880 -1.173 -0.792 -0.214
H 3.634735 -2.609937 0.697040 0.262 0.393 -0.043
H 2.626748 -2.938800 -0.705943 1.156 1.378 0.096
H 3.486347 -1.231451 -0.518943 0.315 -1.049 -0.180
H 2.750252 0.542895 -0.360743 1.901 -1.901 1.431
H 2.855367 1.547004 -1.787778 -0.836 -0.180 0.931
H 2.012731 1.984413 -0.241110 -0.539 2.164 1.069
H -0.243530 2.278467 -1.549483 0.115 -0.403 -0.378
H 0.188902 1.321724 -3.111543 -0.019 0.663 0.735
H -0.988012 0.615786 -1.984135 1.259 1.708 -0.038
H -1.873488 -1.319663 -1.304100 0.931 -0.503 -0.110
H -0.569405 -1.901247 -2.423765 -0.380 -0.604 1.836
H -1.145254 -2.814870 -0.750037 0.756 0.559 -0.950
H -3.153913 0.205379 0.855970 1.530 -0.202 0.210
H -2.095420 1.617903 0.397445 -1.018 -0.699 1.725
H 1.916576 -1.082019 1.556735 0.050 0.270 0.261
H 1.389161 -2.619141 0.969218 -1.198 0.217 0.449
H -0.632746 1.187237 2.155908 0.576 0.905 0.012
```
Positions in Å, forces in eV/Å.

Summary:
charge: 0
LUMO energy (spin up / spin down): 0.24 / 0.29 eV
largest force on an atom: 5.446 eV Å⁻¹
E_HOMO (spin up / spin down): -6.52 / -7.56 eV
energy: -18437.0281 eV
HOMO-LUMO gap (spin up / spin down): 6.77 / 7.85 eV

Here are the natural (NBO) charges for atoms 1 to 4, given in e: number 1, C, carries -0.63; number 2, C, carries -0.60; number 3, C, carries -0.39; number 4, C, carries -0.41


The following is a DFT calculation (ωB97M-V/def2-TZVPD) of 12 unconnected molecules or ions with the total composition C44H64O36 in a non-equilibrium geometry.

XYZ file:
```
144
Properties=species:S:1:pos:R:3:forces:R:3
C 8.368891 21.268837 -23.813041 1.653 1.174 2.523
C 7.198104 21.952341 -23.075996 -0.118 -0.248 -1.655
O 6.056333 21.541448 -23.901385 0.715 -0.286 0.381
C 6.516476 20.790660 -24.936568 -2.004 -1.365 -1.219
O 5.833218 20.200092 -25.747383 0.957 1.390 1.481
O 7.849094 20.717357 -24.937269 -0.149 -0.518 -1.559
H 8.977179 20.542830 -23.273597 -0.479 -0.328 0.290
H 9.062888 22.092654 -23.979750 0.258 -0.175 -0.813
H 7.382931 22.998853 -23.318387 -0.674 0.216 0.876
H 7.063608 21.710229 -22.021767 -0.200 0.087 -0.279
C 0.505684 13.850104 -21.450894 -0.480 -0.963 0.100
C 0.646639 12.446507 -20.934922 -0.649 -0.473 0.551
O 2.060768 12.316612 -20.960382 -1.326 -4.853 1.183
C 2.685328 13.421960 -20.928960 -0.075 2.354 -1.083
O 3.847603 13.551613 -20.778596 1.014 0.499 0.371
O 1.793537 14.399065 -21.236869 0.171 1.412 -0.194
H -0.222580 14.410285 -20.864438 -0.065 0.152 -0.659
H 0.251642 13.550872 -22.467765 0.093 1.943 -0.677
H 0.205869 11.674537 -21.565705 0.284 0.165 -0.264
H 0.113063 12.334567 -19.991069 0.988 -0.217 0.723
C -3.229979 13.261600 -14.712206 0.518 0.343 2.205
C -3.421399 14.781583 -14.851273 -1.373 -1.639 -0.841
O -3.001882 14.895779 -16.214124 0.159 0.849 -0.935
C -2.217822 13.831812 -16.580732 1.977 2.117 -1.988
O -1.510096 13.768206 -17.569235 -1.746 0.289 1.327
O -2.177249 12.996920 -15.597908 0.258 -2.308 0.722
H -4.101434 12.651540 -14.949915 -0.073 0.269 -0.196
H -2.865757 12.991538 -13.720994 -0.197 -0.134 0.009
H -2.937127 15.469918 -14.158612 0.506 -0.295 -0.251
H -4.500056 14.928990 -14.797769 0.041 0.546 -0.129
C 2.774758 22.273837 -14.583128 -0.845 -0.909 0.789
C 2.497077 23.330683 -15.583999 0.929 2.281 0.837
O 2.857449 24.526435 -14.775953 -0.500 0.432 -0.162
C 2.798153 24.289060 -13.441464 2.575 -0.413 0.921
O 3.134105 25.096520 -12.570547 -1.891 -2.555 -2.485
O 2.631043 22.888569 -13.280316 -0.286 2.106 -0.158
H 3.783588 21.865851 -14.645664 -0.264 -0.084 -0.104
H 1.994191 21.521733 -14.697826 0.489 -0.457 0.387
H 1.473163 23.508470 -15.912803 0.007 -0.465 0.060
H 3.195179 23.292290 -16.420228 -0.240 0.116 -0.032
C -2.738799 20.545377 -23.024828 0.561 0.218 -0.110
C -3.991265 19.905938 -22.422379 0.703 -0.136 -1.058
C -5.015433 19.548640 -23.477888 -1.089 -0.773 -0.377
O -5.026438 18.098802 -23.501181 -0.062 -0.575 0.166
C -4.375188 17.601750 -22.419373 1.447 -0.815 0.043
O -4.277193 16.451675 -22.026900 -0.828 2.427 -1.082
O -3.640787 18.612689 -21.876637 -0.583 0.475 0.892
H -2.553984 20.414975 -24.091099 -0.635 -0.494 -0.203
H -1.829433 20.126460 -22.593941 -0.100 0.292 0.532
H -2.761705 21.629822 -22.917310 0.080 -0.001 0.408
H -4.440900 20.597521 -21.709896 0.248 -0.485 0.571
H -4.787243 19.988356 -24.448808 0.239 -0.538 -0.110
H -6.059612 19.796223 -23.286848 0.110 0.401 0.447
C -5.209755 16.902460 -18.478491 0.389 -0.961 1.863
C -6.377889 15.926945 -18.813624 2.062 2.568 1.981
C -7.057266 16.352939 -20.010752 -1.876 0.948 -2.716
O -6.915804 15.305222 -20.973566 0.798 -0.796 0.550
C -6.111382 14.313614 -20.432957 -2.448 -1.014 -0.979
O -5.923192 13.253350 -21.009299 0.473 2.978 2.218
O -5.923476 14.677936 -19.103016 1.720 -3.441 -0.965
H -5.444462 17.966299 -18.442840 -0.170 0.024 -1.085
H -4.256783 16.597210 -18.910657 -0.247 0.487 -0.811
H -4.977256 16.787451 -17.419801 0.012 -0.453 0.367
H -6.985400 15.940623 -17.908731 -0.411 -0.550 -0.210
H -6.622975 17.229375 -20.491742 -0.081 0.193 0.275
H -8.108408 16.528877 -19.782179 -0.192 0.002 -0.545
C 7.049312 17.454277 -17.820027 -0.007 1.257 -0.126
C 6.621822 17.976616 -16.419315 -1.262 -2.199 0.554
C 7.003311 19.367231 -15.902804 3.142 -1.530 -1.173
O 5.923283 19.878669 -15.247106 -2.449 0.125 -0.205
C 4.828145 19.210879 -15.710816 -1.394 -1.308 -0.771
O 3.682867 19.554657 -15.582785 0.976 0.118 0.282
O 5.152739 18.047467 -16.372465 0.182 2.618 0.098
H 8.100902 17.588022 -18.073719 0.196 0.330 0.510
H 6.502101 18.057099 -18.544782 -0.071 0.143 -0.143
H 6.867953 16.426905 -18.135813 -0.464 -0.150 0.952
H 6.691438 17.232246 -15.626119 1.237 -0.188 -0.054
H 7.355810 19.924373 -16.770798 -0.306 0.749 0.078
H 7.818006 19.299618 -15.181832 0.142 -0.022 -0.173
C 1.626546 25.089968 -24.031137 0.429 -2.078 -0.032
C 1.044339 24.056835 -23.067284 0.183 3.139 0.658
C 0.075594 23.070451 -23.652199 1.394 -0.661 0.263
O 0.626806 21.880317 -23.071058 -0.915 -1.309 0.300
C 1.733420 22.137113 -22.336267 0.521 -2.703 0.105
O 2.297296 21.349319 -21.635990 -0.587 -0.320 0.006
O 2.182965 23.309878 -22.603024 -0.160 2.318 -0.235
H 2.426122 25.678925 -23.581787 -0.747 0.650 0.124
H 0.888325 25.525622 -24.704426 0.295 0.419 0.313
H 2.219517 24.347964 -24.565853 0.131 0.394 -1.139
H 0.612102 24.510239 -22.175265 -0.065 0.125 0.135
H 0.224526 23.041512 -24.731588 -0.589 -0.294 -0.109
H -0.946678 23.151235 -23.282673 0.086 0.277 -0.447
C 3.777056 15.048016 -17.826234 -0.488 0.472 1.251
C 3.104445 14.951580 -16.404196 1.649 0.667 -1.635
C 3.219640 13.600738 -15.769047 -0.969 -0.181 0.935
O 4.339137 13.810713 -14.840050 -2.279 -8.998 -1.559
C 4.582363 14.978605 -14.692152 4.624 7.585 2.179
O 5.554423 15.395454 -14.031062 -2.366 -0.314 -1.200
O 3.763021 15.750706 -15.396349 -0.758 1.364 -0.628
H 4.461807 14.245939 -18.101720 -0.427 -0.267 0.063
H 4.357084 15.965134 -17.928964 -0.345 0.218 0.049
H 2.866454 15.122584 -18.420655 0.671 -0.221 -0.937
H 2.111736 15.355850 -16.602158 -0.109 -0.278 0.901
H 3.362646 12.731438 -16.410903 0.496 0.311 0.053
H 2.304350 13.439636 -15.199494 0.215 -0.339 0.459
C 0.932331 17.228242 -23.711136 1.691 0.811 0.907
C 1.175516 18.775935 -23.944065 2.055 -2.793 0.747
C 2.749246 19.156341 -24.122577 -1.893 -0.686 1.622
O 2.638089 20.055361 -25.206046 0.371 1.650 -0.815
C 1.418238 20.007376 -25.768533 -0.149 0.713 -4.103
O 0.974265 20.615463 -26.768876 1.905 -1.106 3.563
O 0.797976 18.970898 -25.260483 -2.786 0.283 -0.590
H 1.710943 16.706668 -24.267762 -0.165 0.029 -0.488
H -0.016546 16.739203 -23.931550 -0.218 0.790 -0.091
H 1.237184 16.970904 -22.696764 -0.344 0.118 0.356
H 0.672862 19.450716 -23.251167 -0.091 -0.094 -0.070
H 3.335774 18.255876 -24.304953 -0.027 0.111 -0.748
H 3.221947 19.645132 -23.270684 -0.360 0.204 -0.059
C -4.471901 23.108418 -16.204019 -0.402 -0.364 -0.711
C -4.427278 21.795012 -17.119027 -0.324 1.829 3.354
C -4.795924 22.023251 -18.597090 0.705 -2.203 2.072
O -3.565229 21.627119 -19.119439 0.342 0.778 -4.216
C -2.589387 21.323489 -18.312801 3.487 0.403 -0.140
O -1.419965 21.212396 -18.695376 -2.893 -0.299 1.369
O -3.061707 21.277279 -17.063615 -0.338 0.308 -0.423
H -3.902110 23.107143 -15.274803 0.292 -0.666 -0.256
H -5.475877 23.375415 -15.874134 -0.347 -0.449 -0.241
H -4.161509 23.998367 -16.751505 0.336 -0.167 -0.305
H -5.019116 20.999698 -16.665918 -0.171 0.228 -0.014
H -5.121571 23.019825 -18.895250 0.165 -0.203 -0.001
H -5.441719 21.177234 -18.832252 -0.797 0.743 -0.522
C 0.279639 17.740378 -17.808657 -1.041 0.097 0.191
C 0.894753 18.607130 -18.809109 1.896 0.279 -2.948
C 1.731759 19.728369 -18.337074 -0.168 1.226 3.088
O 2.980220 19.695794 -19.022255 -1.677 6.340 3.512
C 3.057585 18.628191 -19.593143 1.991 -5.295 -5.150
O 3.968326 18.405231 -20.367207 -0.353 -1.082 0.502
O 2.005378 17.813864 -19.370867 -0.079 -0.814 -0.323
H -0.166483 16.927063 -18.381011 0.193 -0.489 0.565
H -0.524901 18.235686 -17.265066 0.042 0.085 0.090
H 1.103604 17.496697 -17.137989 -0.371 -0.585 0.183
H 0.354396 18.910008 -19.705980 -0.823 -0.211 0.298
H 1.960360 19.427243 -17.314743 0.258 0.619 0.396
H 1.275449 20.718105 -18.319903 0.195 -0.093 -0.412
```
Positions in Å, forces in eV/Å.

Summary:
charge: 0
LUMO energy: -0.40 eV
largest force on an atom: 9.412 eV Å⁻¹
E_HOMO: -9.86 eV
energy: -120370.5823 eV
HOMO-LUMO gap: 9.47 eV

Here are the Mulliken charges for atoms 1 to 4, given in e: number 1, C, carries -0.36; number 2, C, carries -0.26; number 3, O, carries -0.24; number 4, C, carries 0.67